(1)
C21H72F2N11O19S2 | wB97M-V/def2-TZVPD

Computed properties:
Energy   -3871.23061 Eh
HOMO energy   -0.2562 Eh

```
! wB97M-V def2-TZVPD RIJCOSX def2/J DEFGRID3
* xyz -1 1
N -0.62208 0.11438 0.00102
S 0.02120 -0.46459 -1.29764
O -0.79917 -0.33020 -2.48253
O 0.56636 -1.76370 -1.10565
F 1.24410 0.48643 -1.59174
S 0.03195 0.90624 1.21648
O 1.10047 0.16734 1.81986
O -0.98369 1.47023 2.07773
F 0.64762 2.13676 0.44482
C -0.44345 -2.63320 2.14618
C -0.41061 -3.93116 2.95858
O -0.58036 -5.10850 2.16424
H -0.15610 -1.84262 2.80349
H -1.44524 -2.40749 1.81573
H 0.33240 -2.68111 1.35614
H -1.10251 -3.81807 3.83034
H 0.50832 -4.01352 3.41935
H -0.04383 -5.76017 2.60765
C 4.20179 -1.91984 4.06893
C 3.08727 -0.94036 4.47290
O 1.81053 -1.52712 4.15091
H 4.15144 -2.08956 2.97086
H 4.19325 -2.88195 4.53219
H 5.19445 -1.53138 4.30331
H 3.17316 -0.01925 3.88215
H 3.16449 -0.73889 5.56749
H 1.61635 -1.11930 3.30883
C -2.29718 -3.23620 -1.25767
C -1.76455 -4.49978 -0.59984
O -2.60154 -4.78006 0.52785
H -2.33586 -2.40820 -0.54357
H -3.34616 -3.30048 -1.64639
H -1.59952 -3.04249 -2.05193
H -0.74141 -4.31121 -0.21994
H -1.69134 -5.40278 -1.21556
H -1.94841 -5.04179 1.16714
C -3.84831 -0.56660 -1.86587
C -5.00139 0.14071 -2.44793
O -4.59294 1.14358 -3.30631
H -3.46855 -1.22899 -2.67321
H -4.11325 -1.25141 -1.01322
H -3.05797 0.07360 -1.50684
H -5.57119 0.45459 -1.55327
H -5.69732 -0.55863 -2.99435
H -4.37329 0.78087 -4.17749
C 1.91997 -6.53592 -1.49450
C 1.60087 -5.05460 -1.80614
O 1.82369 -4.20337 -0.72087
H 1.66451 -7.16667 -2.33697
H 1.29478 -6.88462 -0.63271
H 3.00867 -6.76757 -1.40755
H 0.55136 -4.98254 -2.10490
H 2.21628 -4.72797 -2.62092
H 1.31852 -3.36256 -0.82862
C 1.22405 -2.32579 -4.22127
C 2.56060 -1.90513 -3.63769
O 3.58216 -2.04208 -4.56135
H 0.36817 -2.11852 -3.61964
H 1.19981 -3.41283 -4.35746
H 0.91366 -1.81997 -5.10912
H 2.86087 -2.54628 -2.81280
H 2.43882 -0.84357 -3.27137
H 4.44824 -1.90274 -4.13212
C 3.16503 3.29144 3.08229
O 4.56866 3.45629 3.15724
N 2.32736 3.72293 2.11920
N 2.48291 2.73107 3.98771
H 2.76822 4.25645 1.33814
H 1.30041 3.78420 2.24906
H 2.95488 2.19856 4.70785
H 1.60160 2.30534 3.68782
C -0.08815 5.39204 1.65844
O -0.14908 5.24985 0.26541
N 0.39472 6.44121 2.24513
N -0.34012 4.37032 2.44510
H 0.90032 7.03566 1.59087
H 0.57403 6.49203 3.26671
H -0.65128 3.41104 2.20943
H -0.28300 4.52003 3.48812
C -2.85428 1.40319 4.77646
O -2.20923 2.60916 4.89993
N -3.51245 0.89910 5.75483
N -2.75188 0.56061 3.80537
H -3.39610 1.44373 6.65612
H -3.64302 -0.13906 5.82495
H -3.55999 -0.04635 3.54282
H -2.02999 0.80644 3.12534
C -4.79913 1.18307 1.09268
O -5.91569 0.55951 1.55001
N -4.64463 2.44276 0.72551
N -3.65735 0.52001 0.98768
H -5.45213 3.07254 1.02814
H -3.71592 2.89175 0.51134
H -3.81084 -0.45053 1.17456
H -2.72787 0.91694 0.82487
C -0.08758 0.94180 -5.34670
O 1.13809 0.65061 -4.75354
N -1.26827 0.67799 -4.86573
N -0.25162 1.62173 -6.45812
H -2.20799 0.74891 -5.24522
H -1.10657 0.18228 -3.97236
H 0.70635 2.00589 -6.76677
H -1.13818 2.17639 -6.74281
C -2.25506 3.04888 -1.21977
O -2.18239 3.51165 0.06372
H -3.07593 2.36253 -1.50050
H -1.29679 2.58127 -1.41056
H -2.28619 3.92620 -1.80391
H -1.64529 4.29011 -0.00369
C 3.52611 -1.09474 0.56674
O 3.75504 0.09805 1.26674
H 2.99492 -0.98619 -0.38355
H 3.01401 -1.79217 1.26361
H 4.48956 -1.49959 0.31194
H 2.90886 0.46798 1.53207
C 3.96407 2.15246 -1.24159
O 3.89562 3.43174 -1.85873
H 3.45456 1.45837 -1.88866
H 3.54158 2.03568 -0.24674
H 4.97435 1.74514 -1.16469
H 3.96911 3.40155 -2.83499
C 0.66620 4.09553 -2.54054
O 0.90357 2.93586 -3.32584
H 1.16295 5.00625 -2.87050
H 1.12822 3.81693 -1.56730
H -0.37556 4.37426 -2.42676
H 0.73530 2.17389 -2.73156
*
```

(2)
C2H6N2 | wB97M-V/def2-TZVPD

Computed properties:
Energy above the lowest of the compared OMol25 structures with the same formula, charge and spin   24.8 kcal per mole
Energy   -188.96016 Eh
HOMO energy (alpha / beta)   -0.6186 / -0.6093 Eh

```
! wB97M-V def2-TZVPD RIJCOSX def2/J DEFGRID3
* xyz 1 2
C -1.36884 -0.72705 -0.77040
N 0.00631 -0.37633 -0.55293
C 0.39845 0.18226 0.67579
N 1.27793 1.09114 0.73588
H -1.60285 -0.72948 -1.83513
H -2.01100 -0.00948 -0.26349
H -1.48623 -1.77193 -0.44755
H 0.77687 -0.51931 -1.19360
H -0.24290 -0.23275 1.46334
H 1.60946 1.15392 1.70018
*
```

(3)
C29H84F6N6O11P | wB97M-V/def2-TZVPD

Computed properties:
Energy above the lowest of the compared OMol25 structures with the same formula, charge and spin   0.0 kcal per mole
Energy   -3252.11462 Eh
HOMO energy   -0.2470 Eh

```
! wB97M-V def2-TZVPD RIJCOSX def2/J DEFGRID3
* xyz -1 1
P 0.82629 -0.09887 -0.21240
F 0.72248 -0.78412 -1.69650
F 0.53959 1.29535 -0.96953
F -0.80796 -0.40925 -0.05245
F 0.88638 0.68574 1.21130
F 1.11638 -1.51345 0.50940
F 2.41623 0.12610 -0.48178
C 3.21064 1.24462 3.67128
O 4.18841 0.83633 2.71900
H 3.29253 2.28034 4.00096
H 2.20652 1.08957 3.27656
H 3.26483 0.64663 4.58099
H 4.04070 -0.09818 2.55629
C -0.87404 -3.73979 -1.35770
O -1.63732 -4.97223 -1.32595
H 0.03670 -3.80705 -0.76262
H -0.56919 -3.41225 -2.35163
H -1.34168 -2.83944 -0.95923
H -2.53382 -4.77142 -1.04743
C 2.81090 2.25919 -3.21465
O 3.06176 3.69678 -3.23881
H 3.25018 1.89890 -2.28442
H 1.75527 1.99221 -3.16512
H 3.30459 1.70743 -4.01461
H 2.43223 4.16577 -3.79138
C -0.70847 0.96213 -4.80194
C -1.74460 0.88255 -3.61620
C -3.06969 1.59410 -3.85775
O -2.86983 3.01145 -3.69638
C -4.04306 3.80225 -3.63706
N -1.88285 -0.54129 -3.45519
H -1.01033 0.37398 -5.66858
H 0.22015 0.51249 -4.45039
H -0.43732 1.97383 -5.10365
H -1.18460 1.25504 -2.75844
H -3.81724 1.24668 -3.14460
H -3.49398 1.39729 -4.84230
H -3.82430 4.85644 -3.46694
H -4.62368 3.49725 -2.76645
H -4.53147 3.62553 -4.59535
H -2.50464 -0.72917 -2.68176
H -0.98829 -0.93131 -3.19490
C -5.59944 -0.51059 -1.34791
C -4.75797 -0.27386 -0.07803
C -5.50717 -0.79552 1.16611
O -6.70882 -0.12154 1.33719
C -7.43265 -0.44239 2.55427
N -3.56568 -1.03160 -0.30436
H -6.37480 0.25421 -1.30323
H -6.09193 -1.47897 -1.43607
H -5.06999 -0.27161 -2.27023
H -4.52834 0.78024 0.07771
H -4.89608 -0.60253 2.04783
H -5.62734 -1.87888 1.16657
H -7.78013 -1.46983 2.66253
H -8.21229 0.29865 2.73066
H -6.73015 -0.31065 3.37721
H -2.69381 -0.52294 -0.33922
H -3.47245 -1.61058 0.51796
C 5.61927 -2.28321 2.54630
C 4.36874 -2.11435 1.66743
C 4.07141 -3.27170 0.61373
O 4.99031 -3.35020 -0.48298
C 5.13501 -2.18648 -1.27671
N 3.29248 -1.81610 2.56488
H 6.47577 -2.37758 1.87877
H 5.61112 -3.20310 3.13096
H 5.79997 -1.45615 3.23290
H 4.61099 -1.17817 1.16447
H 3.02507 -3.27240 0.30833
H 4.31743 -4.18733 1.15149
H 4.15918 -1.85375 -1.63048
H 5.72726 -2.49054 -2.13978
H 5.63527 -1.47797 -0.61652
H 2.45361 -1.54690 2.07099
H 3.01810 -2.71772 2.92805
C -2.01905 2.72703 -0.05533
C -1.34048 3.53493 1.12410
C -1.64247 2.87216 2.49501
O -1.24614 3.64074 3.61030
C -2.15346 4.69086 3.88110
N 0.08169 3.45848 0.89356
H -3.10173 2.61502 0.00272
H -1.69405 1.68777 -0.00623
H -1.70038 3.06525 -1.04131
H -1.52565 4.60832 1.08340
H -1.15834 1.89622 2.53050
H -2.68239 2.57168 2.62296
H -2.58610 5.17660 3.00647
H -1.69134 5.49785 4.44971
H -2.99055 4.24208 4.41587
H 0.39127 3.47229 1.85484
H 0.13990 2.53059 0.49893
C -0.39684 -0.94037 3.71790
C -1.75781 -1.52537 3.49716
C -2.85464 -0.65439 4.11640
O -2.78840 -0.53898 5.55776
C -3.69342 0.43325 6.06943
N -1.96465 -1.77772 2.09440
H 0.38503 -1.44935 3.15424
H -0.12867 -0.86617 4.77179
H -0.40749 0.09329 3.37215
H -1.76560 -2.46450 4.05039
H -3.81006 -1.12510 3.88464
H -2.77002 0.30136 3.59921
H -4.73715 0.21447 5.84389
H -3.46855 1.45562 5.76564
H -3.58917 0.40825 7.15414
H -1.27737 -2.42371 1.73321
H -1.69724 -0.94299 1.59259
C 3.05297 -5.11597 -2.58738
C 1.96043 -4.63939 -3.57685
C 1.82322 -3.16987 -3.59777
O 3.05745 -2.62768 -4.20908
C 3.07274 -1.25706 -4.43180
N 2.13349 -5.24230 -4.89953
H 2.83667 -4.72769 -1.59212
H 4.06417 -4.77429 -2.80839
H 3.05112 -6.20480 -2.53687
H 1.05871 -5.12764 -3.20723
H 1.78012 -2.73701 -2.59833
H 0.92791 -2.87024 -4.14252
H 2.64445 -0.98974 -5.39782
H 4.08938 -0.88833 -4.29550
H 2.49770 -0.75681 -3.65258
H 2.74870 -4.50794 -5.21943
H 1.32457 -4.94977 -5.42886
C 4.79116 3.96135 1.59665
C 3.77174 3.64816 0.55172
O 4.00830 4.31867 -0.69853
O 5.42761 5.17472 1.36125
H 5.52916 3.16501 1.69301
H 4.32720 4.14609 2.56553
H 2.77722 3.90129 0.91907
H 3.74615 2.58362 0.31888
H 3.22440 4.11236 -1.21286
H 5.56810 5.59388 2.21341
*
```

(4)
C3H5N3O6S2 | wB97M-V/def2-TZVPD

Computed properties:
Energy above the lowest of the compared OMol25 structures with the same formula, charge and spin   13.9 kcal per mole
Energy   -1529.33335 Eh
HOMO energy (alpha / beta)   -0.0524 / -0.0518 Eh

```
! wB97M-V def2-TZVPD RIJCOSX def2/J DEFGRID3
* xyz -2 1
C -0.03763 -1.30995 0.70567
C -0.17957 -0.36395 -0.49336
C -0.52248 1.01434 0.13809
N -1.02234 -1.08718 1.65901
N -1.74361 0.96045 0.88530
N -1.89540 -0.20514 1.67034
O -0.80980 3.12324 1.55327
O 0.18615 -3.46519 -2.11970
O -3.11229 3.03702 0.74578
O -2.60108 2.18454 2.98329
O 2.26760 -2.90135 -0.84552
O 0.76501 -4.70927 0.02128
S -2.11606 2.47184 1.63352
S 0.86169 -3.44710 -0.76912
H 0.89548 -1.48046 1.32156
H 0.82873 -0.26778 -0.97840
H -0.92911 -0.64233 -1.16000
H 0.25875 1.15600 0.87653
H -0.50862 1.77334 -0.62510
*
```